Version w
C4H10N3 | wB97M-V/def2-TZVPD

```
17
Properties=species:S:1:pos:R:3
C -2.514 -0.580 -0.322
C -2.066 0.731 0.264
N -0.706 0.848 0.553
N 0.106 0.034 0.058
N 1.408 -0.065 0.352
C 2.579 -0.679 -0.219
C 2.694 0.719 0.403
H -1.945 -1.436 -0.113
H -3.484 -0.877 -0.038
H -2.655 -0.449 -1.462
H -2.620 1.088 1.219
H -2.309 1.517 -0.484
H -0.368 -0.703 -0.521
H 2.738 -0.841 -1.280
H 2.943 -1.475 0.274
H 2.936 1.535 -0.151
H 3.263 0.633 1.467
```

Summary:
SMILES = CC/N=[NH+]/N1CC1
HOMO-LUMO gap (alpha / beta) = 0.34872 / 0.34875 Eh
Charge = +1



Version x
C4H10N3 | wB97M-V/def2-TZVPD

```
17
Properties=species:S:1:pos:R:3
N 1.086 0.008 -1.162
C 0.917 0.030 0.300
C 0.057 -1.180 0.642
N -1.163 -1.183 -0.205
C -1.713 -0.026 -0.417
N -1.200 1.111 -0.063
C 0.065 1.296 0.584
H 1.989 0.212 -1.583
H 0.940 -0.968 -1.446
H 1.794 -0.110 0.825
H 0.467 -2.167 0.521
H -0.158 -1.244 1.753
H -1.520 -1.958 -0.765
H -2.610 0.115 -0.997
H -1.631 1.994 -0.328
H 0.093 1.497 1.711
H 0.692 2.093 0.300
```

Summary:
SMILES = N[C@@H]1CNC=[NH+]C1
HOMO-LUMO gap = 0.39050 Eh
Charge = +1



Version y
C4H10N3 | wB97M-V/def2-TZVPD

```
17
Properties=species:S:1:pos:R:3
C -4.304 0.621 0.109
C -3.344 -0.280 -0.015
C 3.032 0.296 -0.291
C -1.876 0.103 -0.065
N 4.296 0.424 -0.038
N -0.837 -0.641 -0.116
N 2.229 -0.618 0.202
H -5.440 0.325 -0.013
H -4.119 1.592 0.315
H -3.651 -1.263 -0.275
H 2.632 0.920 -1.034
H -1.799 1.201 0.261
H 4.820 1.252 -0.142
H 4.626 -0.164 0.835
H 1.265 -0.673 0.001
H -1.266 -1.526 -0.390
H 2.452 -1.048 1.127
```

Summary:
HOMO-LUMO gap = 0.34782 Eh
Charge = +1



Version z
C4H10N3 | wB97M-V/def2-TZVPD

```
17
Properties=species:S:1:pos:R:3
C -0.499 -2.264 2.068
C 0.406 0.329 -0.578
C 1.579 0.333 0.240
C -1.189 1.625 -1.924
N -1.496 -1.641 1.846
N 0.707 -2.316 2.181
N -0.101 1.437 -1.023
H -2.233 -1.738 1.198
H 0.005 -0.581 -0.707
H 2.245 -0.306 -0.273
H 1.321 -0.349 1.019
H 1.916 1.224 0.821
H -1.916 2.357 -1.523
H -0.932 2.106 -2.906
H -1.500 0.575 -2.265
H 1.196 -2.988 2.694
H 0.491 2.197 -0.869
```

Summary:
HOMO-LUMO gap = 0.33326 Eh
Charge = +1



Relative energies in kcal/mol: version w 118.1; version x 0.0; version y 24.3; version z 45.4



Version w
C4H10N3 | wB97M-V/def2-TZVPD

```
17
Properties=species:S:1:pos:R:3
C 1.199 1.675 -0.119
N 0.098 0.742 -0.044
C -1.169 1.121 0.375
N -2.102 0.288 0.223
C -1.678 -0.893 -0.378
C 0.126 -0.570 -0.505
N 0.821 -1.512 0.500
H 0.843 2.643 -0.469
H 1.666 1.818 0.858
H 1.942 1.313 -0.828
H -1.303 2.099 0.801
H -2.083 -1.025 -1.378
H -1.832 -1.773 0.239
H 0.552 -0.749 -1.486
H 1.767 -1.177 0.723
H 0.883 -2.464 0.119
H 0.271 -1.537 1.370
```

Summary:
SMILES = CN1C=NC[C@@H]1[NH3+]
HOMO-LUMO gap = 0.35073 Eh
Charge = +1



Version x
C4H10N3 | wB97M-V/def2-TZVPD

```
17
Properties=species:S:1:pos:R:3
C -0.441 1.481 -2.576
C 0.817 0.559 -0.148
C -1.107 -1.852 1.038
C -0.926 -0.376 1.334
N 0.422 1.881 -3.279
N -0.451 0.413 0.178
N 1.889 0.164 0.592
H 0.981 0.979 -1.087
H -0.359 -2.182 0.347
H -1.111 -2.334 1.942
H -2.125 -1.875 0.616
H -1.885 0.046 1.679
H -0.095 -0.210 2.153
H 1.048 2.144 -4.063
H -1.172 0.823 -0.551
H 2.680 0.668 0.292
H 1.836 -0.331 1.533
```

Summary:
HOMO-LUMO gap = 0.43121 Eh
Charge = +1



Version y
C4H10N3 | wB97M-V/def2-TZVPD

```
17
Properties=species:S:1:pos:R:3
C 0.126 0.713 -0.253
C 0.444 -0.465 1.921
C -1.632 -0.901 -1.096
C 2.163 0.632 0.895
N 0.817 0.166 0.831
N -0.908 0.184 -1.009
N -2.449 -0.944 -2.123
H 0.841 1.278 -0.955
H -0.572 -0.859 2.064
H 1.138 -0.526 2.706
H -1.347 -1.633 -0.506
H 2.610 0.525 -0.080
H 2.216 1.667 1.228
H 2.679 0.000 1.547
H -1.168 0.869 -1.819
H -2.800 -1.825 -2.387
H -2.917 -0.154 -2.469
```

Summary:
HOMO-LUMO gap (alpha / beta) = 0.26513 / 0.26511 Eh
Charge = +1



Relative energies in kcal/mol: version w 0.0; version x 5.9; version y 47.7